1.
13 unconnected molecules or ions with the total composition C46H118O32S6 in a non-equilibrium geometry, computed with wB97M-V/def2-TZVPD.

Last column: Mulliken charge in e.
Cartesian coordinates (Å):
C 22.0830 16.1635 15.8493  -0.4777
O 23.3089 15.8814 16.5141  -0.4705
C 24.1376 14.9316 15.8166  -0.0245
C 25.4136 14.5821 16.5799  -0.8294
O 25.1991 14.3226 17.9886  -0.2936
C 26.4056 14.0728 18.7084  -0.8829
H 21.5354 15.2254 15.7593  0.1158
H 22.3024 16.6902 14.9205  0.4656
H 21.5318 16.9375 16.3833  0.1988
H 24.3054 15.3168 14.8108  0.5005
H 23.5156 14.0392 15.7470  -0.0391
H 26.1236 15.4077 16.5319  0.4367
H 25.8707 13.6807 16.1717  0.3710
H 27.1478 13.4751 18.1793  0.3456
H 26.2140 13.5900 19.6667  0.2103
H 26.7309 15.1032 18.8511  0.3490
C 17.8207 13.4434 12.8242  -0.2865
O 19.1308 12.9744 12.6595  -0.2476
C 19.7070 12.6409 13.9074  0.5491
C 21.2232 12.3873 13.6646  -0.8070
O 21.6394 11.1663 13.0741  -0.4448
C 21.3531 11.1447 11.6828  -0.5481
H 17.7438 14.3736 13.3872  -0.1659
H 17.1400 12.7444 13.3101  0.4845
H 17.3893 13.7404 11.8684  0.0654
H 19.2642 11.7764 14.4021  0.1935
H 19.5887 13.4600 14.6168  -0.2557
H 21.6455 12.2614 14.6615  0.1957
H 21.6768 13.2837 13.2416  0.4191
H 20.2662 11.1437 11.6007  0.1473
H 21.6989 10.2286 11.2040  0.3183
H 21.8034 12.0179 11.2107  0.2726
C 15.6951 16.6271 9.8224  -1.1282
O 15.7490 16.0108 11.1169  0.5352
C 16.0960 16.9539 12.1688  0.7217
C 17.5315 17.4457 12.1471  -0.4083
O 17.8965 18.1478 10.9336  -0.4404
C 17.4295 19.4233 10.7371  -0.6175
H 16.6669 16.9648 9.4624  0.2624
H 15.0183 17.4784 9.8954  0.3028
H 15.3699 15.8721 9.1067  0.3252
H 15.8985 16.4407 13.1099  -1.0067
H 15.5091 17.8648 12.0513  0.0601
H 18.1764 16.5669 12.1534  0.2158
H 17.6021 18.0093 13.0774  0.4094
H 17.8907 19.8536 9.8481  0.3098
H 17.6174 20.0126 11.6347  0.2879
H 16.3528 19.4758 10.5758  0.1975
C 11.0327 19.4167 13.7288  -0.7679
O 12.2886 20.0658 14.0698  -0.2590
C 13.1369 20.3689 12.9747  -0.2485
C 14.5356 20.7032 13.5170  -0.9449
O 15.3805 19.6965 14.0233  -0.2864
C 14.9592 19.0448 15.2576  -0.3781
H 10.3733 19.3875 14.5963  0.2983
H 11.1219 18.3552 13.4978  0.1874
H 10.4161 19.8707 12.9531  0.4147
H 12.7831 21.2357 12.4166  0.4769
H 13.1639 19.5783 12.2248  0.1105
H 14.5018 21.5347 14.2209  0.4328
H 15.1625 21.0939 12.7155  0.4305
H 14.1909 18.2972 15.0601  -0.0955
H 14.6398 19.6999 16.0681  0.3270
H 15.8280 18.4724 15.5827  0.2048
C 17.5072 11.4842 17.5280  0.2580
O 17.2343 10.1065 17.6549  -0.3812
C 18.0720 9.5467 18.6879  0.6742
C 17.6714 8.0470 18.8378  -1.0230
O 16.2311 7.9603 19.2430  -0.2357
C 15.9667 8.2992 20.5827  -0.4584
H 18.5621 11.7060 17.3666  0.0372
H 17.1300 12.1552 18.2997  -0.1475
H 17.1303 11.7331 16.5359  0.2231
H 17.8612 10.1396 19.5778  -0.4076
H 19.1379 9.5705 18.4608  0.1446
H 18.3913 7.5372 19.4781  0.4033
H 17.6729 7.5812 17.8523  0.3471
H 14.8776 8.2829 20.6244  0.2808
H 16.2318 9.3086 20.8974  0.0475
H 16.4285 7.6353 21.3134  0.3195
C 11.9758 16.5352 11.2067  -0.5403
O 11.3584 15.3106 11.6159  -0.3979
C 10.4514 15.4714 12.7221  0.8183
C 9.9634 14.1252 13.1791  -1.1460
O 11.0009 13.4984 13.9271  0.2668
C 10.8998 12.0813 14.2299  -1.0047
H 12.5223 16.9978 12.0286  -0.0207
H 11.1639 17.2269 10.9819  0.4308
H 12.7466 16.3639 10.4553  0.2992
H 9.6647 16.2070 12.5540  0.4459
H 11.0267 15.8867 13.5496  -0.7828
H 9.7205 13.5949 12.2583  0.3943
H 9.0493 14.1326 13.7727  0.4625
H 10.4364 11.4598 13.4636  0.4459
H 10.3415 12.0266 15.1645  0.3270
H 11.9279 11.7985 14.4560  0.1397
C 13.7976 12.7847 19.8343  -0.5312
O 13.1374 12.3752 18.6016  -0.0669
C 13.1559 10.9480 18.5070  0.0797
C 12.6645 10.4325 17.1653  0.2867
O 12.9489 9.0414 17.1448  -0.4732
C 14.2041 8.5908 16.7380  -0.6887
H 14.7772 12.3200 19.9457  0.1534
H 13.1445 12.4618 20.6450  0.5616
H 13.9010 13.8662 19.9224  -0.1412
H 12.5306 10.5807 19.3208  0.3921
H 14.1173 10.4762 18.7097  -0.2960
H 13.2254 10.9470 16.3851  -0.2270
H 11.6013 10.5847 16.9794  0.1910
H 14.3021 8.9432 15.7112  0.3193
H 14.1797 7.5054 16.6407  0.2898
H 15.0806 8.9212 17.2953  0.2909
O 21.8150 11.5732 17.6109  -0.6653
S 21.3649 12.0590 18.9313  0.9891
O 20.0570 11.6222 19.4542  -0.5050
O 22.4754 11.6620 20.1119  -0.2310
C 23.8477 11.5603 19.6909  0.4562
C 24.7206 11.8406 20.9073  -1.5524
C 21.4843 13.8883 19.0101  0.2763
H 24.1227 12.3035 18.9425  -0.1183
H 23.9452 10.5656 19.2561  0.3141
H 24.4094 11.0615 21.6033  0.3871
H 24.5120 12.8373 21.2960  0.3594
H 25.7864 11.7996 20.6825  0.4332
H 22.4683 14.0750 18.5800  -0.0506
H 21.3567 14.3350 19.9962  0.3922
H 20.7805 14.3040 18.2890  -0.3960
O 17.2770 16.1731 21.3057  -0.5906
S 16.3519 15.2647 21.9719  1.2180
O 14.9136 15.3815 21.8430  -0.5928
O 16.7138 13.7819 21.3837  -0.1652
C 18.0280 13.2530 21.3405  0.3333
C 17.9667 11.8594 21.8998  -0.8421
C 16.8304 14.9795 23.8132  -1.0558
H 18.7944 13.7983 21.8913  0.3993
H 18.4179 13.1846 20.3250  -0.3749
H 17.2224 11.3344 21.3010  -0.2799
H 17.6347 11.7497 22.9322  0.4143
H 18.8710 11.2553 21.8265  0.3865
H 16.3505 15.8335 24.2913  0.4618
H 17.9133 14.8706 23.8738  0.3353
H 16.3889 14.0054 24.0233  0.3052
O 13.4577 12.8540 8.7696  -0.6214
S 14.0871 12.2614 9.9746  1.1606
O 13.9238 10.8349 10.3524  -0.6330
O 15.7483 12.5761 10.0491  -0.2097
C 16.4148 12.8676 8.8728  0.0039
C 17.8200 12.2906 8.8970  -1.1109
C 13.5307 13.2815 11.4599  -0.2688
H 16.3318 13.9333 8.6595  -0.0705
H 15.8943 12.3061 8.0971  0.5437
H 18.2239 11.9780 9.8599  0.0854
H 18.5872 12.9029 8.4231  0.3749
H 17.7755 11.3479 8.3517  0.3826
H 13.9235 12.8564 12.3835  0.1780
H 12.4411 13.2803 11.4330  0.4214
H 13.9570 14.2806 11.3695  -0.3414
O 15.8192 18.9891 18.3243  -0.0784
S 15.7739 20.2607 19.0996  0.7005
O 16.4110 21.4587 18.5776  -0.5450
O 14.1233 20.6969 19.4099  -0.2648
C 13.8540 21.8742 20.1091  -0.5329
C 13.0105 21.6095 21.3746  -1.0664
C 16.3475 19.8960 20.8573  -0.8715
H 13.2772 22.4486 19.3843  0.3481
H 14.7794 22.4163 20.3040  0.4828
H 12.7952 22.5162 21.9400  0.3765
H 13.4969 20.8524 21.9897  0.2667
H 12.0575 21.1976 21.0424  0.2948
H 17.4337 19.9358 20.9392  0.4233
H 16.0460 18.8975 21.1736  0.1221
H 15.9842 20.7010 21.4961  0.3972
O 9.9529 17.1308 15.8586  -0.6985
S 11.1862 16.5667 16.3820  1.0709
O 12.4262 16.4929 15.5950  0.0484
O 11.4718 17.3575 17.8069  -0.4978
C 12.7889 17.6718 18.1386  0.7478
C 12.7312 17.5877 19.6907  -1.0933
C 10.7962 14.9964 17.1652  -0.7036
H 12.9085 18.7146 17.8450  0.1238
H 13.5307 17.0460 17.6423  -0.2356
H 12.0080 18.2772 20.1262  0.2623
H 13.7146 17.8013 20.1094  0.0272
H 12.5617 16.5508 19.9809  0.3899
H 10.4501 14.2889 16.4117  0.0402
H 9.9399 15.2102 17.8048  0.5501
H 11.5552 14.5648 17.8176  -0.0389
O 18.9301 14.6247 16.7248  0.1638
S 17.7365 15.4160 16.4500  0.0752
O 17.8326 16.4868 15.4873  -0.3863
O 16.5587 14.3193 15.9413  0.0382
C 15.2754 14.6951 15.3799  0.9362
C 14.2230 13.8471 16.1032  0.5246
C 16.8253 15.8750 17.9299  -0.2241
H 15.2794 14.4932 14.3088  -0.4591
H 15.0565 15.7612 15.4398  -0.5907
H 14.3649 14.0448 17.1657  -0.2248
H 14.3938 12.7707 16.0863  0.0642
H 13.1649 13.9787 15.8770  -0.2731
H 16.4137 14.9647 18.3659  -0.2639
H 16.1802 16.7001 17.6282  -0.4162
H 17.5785 16.3351 18.5695  0.8987

Properties
**Spin multiplicity**: 1
**E**: -6619.72503 Eh
**HOMO**: -8.836 eV


2.
A molecular structure, C36H33CuN6O5 in a non-equilibrium geometry, computed with wB97M-V/def2-TZVPD.

Last column: Mulliken spin population.
Cartesian coordinates (Å):
Cu 1.0595 -0.7806 -0.0514  0.7027
O 1.5300 -5.3601 -4.4952  0.0000
C 2.6407 -5.4831 -3.7514  0.0000
O 3.5872 -6.1041 -4.1369  -0.0002
C 2.6259 -4.7883 -2.4189  0.0038
C 3.8185 -4.2385 -1.9575  0.0153
C 3.8483 -3.5685 -0.7481  -0.0034
C 2.6853 -3.4798 0.0047  -0.0596
C 1.5079 -4.0672 -0.4176  0.0199
C 1.4777 -4.7154 -1.6419  0.0156
N 2.7338 -2.7912 1.2718  0.0057
C 3.2718 -3.4501 2.2667  0.3253
C 3.3292 -1.4405 3.5629  -0.0878
C 3.7768 -0.7700 4.6629  0.0466
C 3.6901 0.6298 4.7164  -0.0873
C 3.1901 1.2833 3.6161  0.0446
C 2.7814 0.5590 2.5112  -0.0909
N 2.8064 -0.7953 2.4736  0.0180
H 0.8986 -4.7367 -4.1116  0.0001
H 4.7115 -4.3415 -2.5587  0.0004
H 4.7647 -3.1181 -0.3887  0.0083
H 0.6226 -4.0204 0.2039  0.0023
H 0.5594 -5.1870 -1.9685  0.0009
H 3.6115 -4.4644 2.1410  0.0191
H 4.1681 -1.3345 5.4978  0.0007
H 4.0165 1.1588 5.5993  -0.0051
H 3.1111 2.3592 3.5819  0.0016
H 2.4036 1.0378 1.6220  -0.0032
C -4.9931 3.4033 2.5054  0.0000
O -4.1388 2.7025 1.6177  -0.0002
C -4.0513 3.1494 0.3315  0.0001
C -4.6985 4.2656 -0.1641  0.0002
C -4.4974 4.6577 -1.4829  -0.0004
C -3.6419 3.9374 -2.2920  0.0002
C -2.9856 2.8143 -1.7995  -0.0005
C -3.1947 2.3979 -0.4928  0.0023
N -2.5723 1.3039 0.1432  0.0015
C -1.5451 0.5275 -0.3131  -0.0072
N -1.6658 0.0888 -1.5729  -0.0031
C -0.6799 -0.4592 -2.4108  -0.1382
C 0.5919 -0.7764 -1.9610  0.3786
C 1.5070 -1.2325 -2.9140  -0.1180
C 1.1508 -1.3913 -4.2422  0.0105
C -0.1460 -1.1133 -4.6655  -0.0066
C -1.0660 -0.6397 -3.7500  0.0221
O -2.3599 -0.3119 -4.0309  0.0014
C -2.8530 -0.6244 -5.3234  0.0009
N -0.5827 0.1328 0.4895  0.0565
C -0.4762 0.7470 1.7631  -0.0177
C -0.5360 -0.0239 2.9158  0.0250
C -0.4441 0.5616 4.1713  -0.0087
C -0.2876 1.9317 4.2782  0.0135
C -0.2047 2.7235 3.1384  -0.0064
C -0.2863 2.1434 1.8810  0.0095
O -0.1829 2.8222 0.7157  0.0011
C -0.1334 4.2383 0.7588  0.0000
H -4.8922 2.9096 3.4678  0.0000
H -6.0329 3.3487 2.1755  0.0000
H -4.6962 4.4505 2.6017  0.0000
H -5.3563 4.8427 0.4699  0.0000
H -4.9995 5.5381 -1.8592  0.0000
H -3.4691 4.2455 -3.3140  0.0000
H -2.2907 2.2983 -2.4445  0.0000
H -2.6502 1.3681 1.1487  -0.0026
H -2.5464 0.2704 -2.0308  0.0000
H 2.5246 -1.4549 -2.6166  0.0088
H 1.8864 -1.7098 -4.9715  -0.0005
H -0.4071 -1.2396 -5.7068  -0.0004
H -3.9091 -0.3705 -5.3099  -0.0001
H -2.7360 -1.6875 -5.5451  0.0001
H -2.3505 -0.0355 -6.0939  0.0000
H -0.6807 -1.0925 2.8134  0.0031
H -0.5114 -0.0502 5.0610  0.0005
H -0.2273 2.3978 5.2529  -0.0010
H -0.0855 3.7938 3.2390  0.0000
H -0.0461 4.5591 -0.2755  0.0000
H 0.7314 4.5978 1.3220  0.0000
H -1.0490 4.6537 1.1890  -0.0001
N 3.3409 -2.8445 3.5042  0.0587
C 2.3378 -1.4471 1.3168  -0.1693
H 3.8602 -3.3114 4.2261  -0.0070

Properties
**Total charge**: +1
**Spin multiplicity**: 2
**E**: -3736.56975 Eh
**⟨S²⟩**: 0.984
**HOMO (alpha / beta)**: -9.149 / -9.019 eV


3.
A molecular structure, C23H26FGeIIrN6, computed with wB97M-V/def2-TZVPD.

Last column: Mulliken spin population.
Cartesian coordinates (Å):
Ir -0.3131 -0.0230 -0.1715  2.0490
N -0.1844 0.2378 4.4738  0.1068
C -0.6101 0.2330 3.2142  -0.0446
N 0.1695 -0.0336 2.2008  0.2294
C 1.4825 -0.3253 2.4290  0.0605
N 2.2710 -0.6023 1.3794  0.2090
N 1.7010 -0.5169 0.2169  0.3846
C 2.5271 -0.9392 -0.8584  0.2809
C 1.9887 -0.8858 -2.1284  0.1589
C 2.6959 -1.2546 -3.3012  0.2099
C 2.0841 -1.1085 -4.5226  -0.0445
C 0.7816 -0.6049 -4.5847  0.2049
C 0.1320 -0.2725 -3.4002  -0.0199
N 0.7072 -0.4092 -2.2178  0.3509
C 2.0180 -0.3468 3.7568  0.0525
C 3.3590 -0.6392 4.0573  0.0238
C 3.7785 -0.6327 5.3632  0.0099
C 2.8798 -0.3354 6.4017  0.0544
C 1.5613 -0.0435 6.1350  -0.0332
C 1.1364 -0.0503 4.8093  0.1001
H -0.8430 0.4477 5.2129  -0.0053
H -1.6561 0.4570 3.0396  -0.0043
H 3.5227 -1.2808 -0.6198  -0.0167
H 3.7038 -1.6361 -3.2144  0.0022
H 2.6061 -1.3787 -5.4301  0.0013
H 0.2741 -0.4736 -5.5289  0.0070
H -0.8812 0.1136 -3.4054  0.0046
H 4.0402 -0.8679 3.2505  -0.0007
H 4.8090 -0.8577 5.5994  0.0012
H 3.2266 -0.3354 7.4258  0.0026
H 0.8687 0.1852 6.9348  -0.0008
C 2.6150 2.6642 1.2168  0.0116
Ge 1.4851 2.9387 -0.3408  0.1044
C 0.7220 4.7422 -0.3605  0.0800
C 2.3503 2.5097 -2.0224  0.0060
C -0.3506 1.9756 -0.0876  0.3272
H 3.2941 3.5167 1.2780  0.0036
H 3.2200 1.7623 1.1509  -0.0036
H 2.0246 2.6479 2.1340  -0.0001
H 1.5508 5.4458 -0.4621  0.0101
H 0.1906 4.9573 0.5643  -0.0011
H 0.0475 4.8725 -1.2042  -0.0012
H 2.9851 3.3594 -2.2810  0.0044
H 1.6230 2.3784 -2.8227  0.0019
H 2.9823 1.6271 -1.9559  -0.0059
H -0.9816 2.3980 -0.8717  -0.0016
H -0.6531 2.3920 0.8774  0.0001
F -2.1745 0.1894 -0.5216  0.1083
I 0.5722 -5.6511 1.8874  0.0013
C -0.4792 -4.3803 0.6308  0.0011
C -1.4685 -4.8479 -0.2246  0.0016
C -2.1294 -3.9401 -1.0335  0.0026
C -1.7907 -2.6014 -0.9709  0.0123
N -0.8327 -2.1520 -0.1488  0.0092
C -0.1930 -3.0282 0.6395  -0.0164
H -1.7193 -5.8996 -0.2559  0.0001
H -2.9082 -4.2635 -1.7091  -0.0002
H -2.2970 -1.8567 -1.5672  -0.0032
H 0.5736 -2.6363 1.2927  0.0130

Properties
**Total charge**: +2
**Spin multiplicity**: 6
**E**: -3798.73778 Eh
**⟨S²⟩**: 8.810
**HOMO (alpha / beta)**: -12.409 / -14.126 eV


Question: Look up the E of the second one.
Answer: -3736.56975 Eh


Question: Look up the spin multiplicity of the first one.
Answer: 1